Formula: CH7N4P2
Source: OMol25
Level of theory: the ωB97M-V functional and the def2-TZVPD basis

## Properties
Relative energy (zero: lowest compared OMol25 entry of this formula, charge and spin)   17.1 kcal per mole
Total charge   +1

Last column: Mulliken charge in e.
Element x y z (Å)
C (1.25, -0.20, 0.09)  0.89
N (-3.09, -0.03, -0.08)  0.11
N (2.45, -0.71, 0.37)  -0.37
N (0.70, 0.69, 0.90)  -0.19
N (0.59, -0.60, -0.99)  -0.20
P (-2.22, 1.23, -0.54)  -0.22
P (-3.83, -1.29, 0.30)  0.12
H (2.95, -0.45, 1.20)  0.20
H (2.85, -1.42, -0.22)  0.20
H (1.17, 1.02, 1.72)  0.22
H (-0.22, 1.08, 0.67)  -0.04
H (0.98, -1.25, -1.64)  0.22
H (-3.29, 2.11, -0.58)  0.07
H (-0.31, -0.18, -1.20)  -0.01